Formula: H6IO3
Source: the OMol25 dataset
Level of theory: ωB97M-V with the def2-TZVPD basis set

Calculated values
**Maximum force**: 3.176 eV Å⁻¹
**E_LUMO**: 3.6 eV

```
! RIJCOSX wB97M-V def2-TZVPD def2/J DEFGRID3
* xyz -1 1
I 29.19493 -6.08864 -20.02949
O 25.78062 -7.07717 -20.93208
H 25.42810 -6.61764 -20.16401
H 26.69901 -7.15216 -20.86966
O 26.40659 -6.80525 -17.97729
H 26.65377 -6.93513 -17.10309
H 27.28854 -6.76510 -18.33135
O 29.95193 -6.72345 -16.62749
H 29.99128 -7.63998 -16.85625
H 30.05034 -6.38000 -17.51992
*
```

For each atom in turn, the Mulliken charge in e is: -0.734 -0.632 0.331 0.240 -0.564 0.244 0.223 -0.634 0.328 0.199


Formula: C6H7NS
Source: the OMol25 dataset
Level of theory: ωB97M-V with the def2-TZVPD basis set

Calculated values
**Maximum force**: 5.169 eV Å⁻¹
**E_LUMO**: 0.7 eV
**Structure (SMILES)**: C[C@@H]1SC=C[C@H]1C#N

```
! RIJCOSX wB97M-V def2-TZVPD def2/J DEFGRID3
* xyz 0 1
C -0.94645 1.03574 -0.81671
C 0.09920 -0.06279 -0.89969
S -0.46877 -1.89926 -0.81977
C 0.34845 -2.16116 0.77830
C 1.14070 -1.15649 1.16268
C 1.17794 0.02458 0.25269
C 2.52596 0.16775 -0.36275
N 3.62936 0.24792 -0.69530
H -1.81003 0.64309 -0.11357
H -1.53573 1.15289 -1.72516
H -0.58220 1.96371 -0.56646
H 0.72825 -0.13845 -1.89923
H 0.10093 -3.07473 1.17713
H 1.73382 -1.05910 1.98466
H 0.89162 1.01764 0.66354
*
```

For each atom in turn, the Mulliken charge in e is: -1.297 -0.157 -0.136 -0.291 -0.714 0.207 0.139 -0.440 0.289 0.345 0.456 0.424 0.453 0.443 0.280


Formula: C3H6O2S
Source: the OMol25 dataset
Level of theory: ωB97M-V with the def2-TZVPD basis set

Calculated values
**Maximum force**: 3.281 eV Å⁻¹
**E_LUMO**: 0.8 eV
**Structure (SMILES)**: COC(=O)CS

```
! RIJCOSX wB97M-V def2-TZVPD def2/J DEFGRID3
* xyz 0 1
C 2.10884 -0.06312 -0.33010
O 0.76853 -0.64967 -0.27659
C -0.17459 0.19959 0.07679
O -0.07029 1.42831 0.07490
C -1.50916 -0.51814 0.41421
S -3.05221 0.02680 -0.35989
H 2.89390 -0.87706 -0.27684
H 2.17484 0.52225 0.58570
H 2.25582 0.67423 -1.12525
H -1.64747 -0.35470 1.49507
H -1.26722 -1.62733 0.14187
H -2.48098 1.23884 -0.41987
*
```

For each atom in turn, the Mulliken charge in e is: -0.604 -0.315 0.625 -0.588 -0.422 -0.214 0.240 0.292 0.280 0.290 0.267 0.148


Formula: C6H10Cl14
Source: the OMol25 dataset
Level of theory: ωB97M-V with the def2-TZVPD basis set

Calculated values
**Maximum force**: 0.966 eV Å⁻¹
**E_LUMO**: 0.2 eV
**Structure (SMILES)**: ClC(Cl)Cl.ClC(Cl)Cl.ClCCl.ClCCl.ClCCl.ClCCl

```
! RIJCOSX wB97M-V def2-TZVPD def2/J DEFGRID3
* xyz 0 1
Cl 3.95894 -20.80772 4.15652
C 3.46468 -20.36202 2.53482
Cl 3.32154 -18.58189 2.39317
Cl 1.94637 -21.13219 2.10643
H 4.20133 -20.69352 1.81546
Cl 4.37192 -13.81802 3.70728
C 3.80088 -15.48207 3.83348
Cl 2.03997 -15.49444 3.91623
Cl 4.47026 -16.23015 5.32020
H 4.14377 -16.06228 2.98931
Cl 0.45879 -17.57890 6.56727
C 0.95822 -18.55925 5.16335
Cl -0.18117 -19.88112 4.85254
H 1.03258 -17.95255 4.27747
H 1.90815 -19.00219 5.43699
Cl 3.56761 -12.46543 7.77108
C 2.79423 -14.05516 7.57277
Cl 1.44729 -14.23986 8.71751
H 2.42855 -14.10751 6.55312
H 3.51972 -14.84536 7.71553
Cl 3.44665 -15.88161 0.16226
C 2.72463 -14.26774 0.07296
Cl 3.76298 -13.11775 -0.79857
H 1.76560 -14.31241 -0.42845
H 2.58292 -13.93057 1.09323
Cl -1.81398 -11.93705 3.93043
C -0.82004 -13.31900 3.43814
Cl -0.20565 -13.02383 1.77396
H 0.02153 -13.43202 4.11124
H -1.42273 -14.21941 3.47063
*
```

For each atom in turn, the Mulliken charge in e is: -0.105 -0.153 -0.041 -0.090 0.380 -0.098 -0.009 -0.002 -0.107 0.227 -0.146 0.104 -0.162 0.037 0.157 -0.170 0.295 -0.163 -0.171 0.208 -0.139 0.047 -0.167 0.290 -0.006 -0.157 0.080 -0.153 -0.068 0.283


Formula: CH5ClP2
Source: the OMol25 dataset
Level of theory: ωB97M-V with the def2-TZVPD basis set

Calculated values
**Maximum force**: 3.269 eV Å⁻¹
**E_LUMO**: -0.5 eV
**Structure (SMILES)**: P[PH2]=CCl

```
! RIJCOSX wB97M-V def2-TZVPD def2/J DEFGRID3
* xyz 0 1
P -2.00589 0.59306 -0.44242
P 0.03418 -0.31042 0.17218
C 1.82222 -0.28448 0.49273
Cl 1.96305 0.46172 2.17062
H -1.52419 1.77028 -1.25922
H -2.17293 -0.14190 -1.70113
H -0.16211 -1.37055 -0.69839
H -0.35322 -1.09459 1.30094
H 2.39887 0.37688 -0.03533
*
```

For each atom in turn, the Mulliken charge in e is: -0.199 0.202 -0.405 -0.225 0.093 0.086 0.086 0.123 0.240


Formula: C12H16N
Source: the OMol25 dataset
Level of theory: ωB97M-V with the def2-TZVPD basis set

Calculated values
**Maximum force**: 5.298 eV Å⁻¹
**E_LUMO**: -3.7 eV
**Structure (SMILES)**: C[N+](C)(C)[C@@H]1C=Cc2ccccc21

```
! RIJCOSX wB97M-V def2-TZVPD def2/J DEFGRID3
* xyz 1 1
C 0.77460 -0.01055 -1.40373
N 1.22525 0.09647 -0.00613
C 2.55509 -0.46774 0.25542
C 1.40038 1.48474 0.38629
C -0.00367 -0.51832 1.01622
C -0.16197 -2.02331 0.97332
C -1.23972 -2.31250 0.26997
C -1.99164 -1.10529 -0.00721
C -3.29114 -0.87249 -0.45426
C -3.89134 0.37076 -0.28138
C -3.15896 1.40353 0.13697
C -1.85427 1.30174 0.43693
C -1.27436 0.01896 0.44746
H 1.64513 -0.07113 -2.16827
H 0.08853 -0.82307 -1.49918
H 0.20996 0.92019 -1.64177
H 2.59986 -1.59563 0.16890
H 3.36147 -0.06028 -0.27050
H 2.93558 -0.32494 1.22132
H 2.34750 1.91761 -0.02256
H 0.40423 2.02121 0.16214
H 1.60452 1.59114 1.52417
H 0.29855 -0.25534 1.94027
H 0.53696 -2.67351 1.34268
H -1.80260 -3.20886 0.22569
H -3.88980 -1.67704 -0.95676
H -4.85550 0.51193 -0.80532
H -3.68388 2.42794 0.04735
H -1.24982 2.08130 0.96239
*
```

For each atom in turn, the Mulliken charge in e is: -0.711 0.077 -1.163 -0.868 0.383 -0.991 -0.822 0.370 -0.544 -0.568 -0.561 -0.428 0.316 0.297 0.337 0.367 0.379 0.473 0.479 0.375 0.218 0.358 0.686 0.645 0.521 0.350 0.322 0.288 0.414